# 1
C18H22N5O3PS2V | ωB97M-V/def2-TZVPD

XYZ file:
```
52
Properties=species:S:1:pos:R:3:nbo_charge:R:1
V 0.185 0.777 0.562 1.2807
S 1.843 0.612 -0.965 0.1160
C 1.873 2.368 -0.692 0.0888
C 2.683 3.306 -1.304 -0.2469
C 2.498 4.633 -0.948 -0.0900
C 1.522 4.989 -0.020 -0.2415
C 0.748 3.994 0.538 0.0801
N 0.944 2.709 0.211 -0.5242
H 3.419 3.011 -2.039 0.2585
H 3.110 5.400 -1.403 0.2534
H 1.358 6.021 0.254 0.2586
H -0.045 4.204 1.243 0.2275
N -3.702 -1.865 -5.621 -0.7359
C -3.342 -1.436 -4.401 0.2609
C -2.057 -0.878 -4.194 -0.2651
C -1.686 -0.441 -2.954 -0.1416
C -2.589 -0.545 -1.882 -0.4458
C -3.863 -1.108 -2.067 -0.0954
C -4.232 -1.542 -3.310 -0.2825
S -2.157 -0.051 -0.334 2.2992
O -1.383 1.291 -0.419 -0.8490
O -3.256 -0.002 0.565 -0.8456
N -0.838 -0.808 0.272 -0.8397
C -0.656 -2.225 0.263 0.5325
N 0.553 -2.616 0.632 -0.4812
C 0.727 -3.943 0.621 0.1010
C -0.282 -4.819 0.263 -0.2963
C -1.500 -4.266 -0.093 0.1140
N -1.699 -2.944 -0.097 -0.4642
H -3.094 -1.755 -6.413 0.4099
H -4.625 -2.222 -5.798 0.4126
H -1.374 -0.791 -5.028 0.2312
H -0.704 -0.006 -2.811 0.2316
H -4.546 -1.191 -1.233 0.2562
H -5.215 -1.967 -3.464 0.2375
H 1.705 -4.307 0.913 0.2151
H -0.127 -5.887 0.264 0.2536
H -2.343 -4.884 -0.376 0.2244
C 2.113 -0.975 4.073 -1.0104
P 2.027 0.631 3.333 1.9464
C 3.603 1.138 2.702 -1.0168
C 1.395 1.826 4.480 -1.0130
O 1.030 0.532 2.117 -0.9526
H 2.699 -0.926 4.993 0.2837
H 2.580 -1.671 3.377 0.2848
H 1.106 -1.323 4.306 0.2864
H 4.332 1.171 3.514 0.2882
H 3.522 2.130 2.255 0.2731
H 3.937 0.425 1.947 0.2854
H 2.077 1.919 5.328 0.2876
H 0.419 1.508 4.846 0.2856
H 1.308 2.797 3.993 0.2734
```

The value obtained for the largest force on an atom is 1.4 eV Å⁻¹. The energy above the lowest of the compared OMol25 structures with the same formula, charge and spin is 12.98 kcal/mol. The total energy is -89252.044 eV. The molecular weight is 502.46 g/mol. The multiplicity is 2. Its charge is +2. Its expectation value of S² is 0.7690.


# 2
C18H22N6SeY | ωB97M-V/def2-TZVPD

XYZ file:
```
48
Properties=species:S:1:pos:R:3:nbo_charge:R:1
Y -0.516 0.080 -0.512 2.3107
C -1.029 -1.828 -2.891 -0.4490
N -0.811 -0.368 -2.689 -0.6130
C 0.366 0.073 -3.489 -0.4407
C -2.034 0.408 -3.087 -0.2597
C -3.111 0.386 -2.001 -0.2597
N -2.598 0.894 -0.684 -0.6131
C -3.456 0.403 0.431 -0.4408
C -2.573 2.384 -0.670 -0.4489
H -1.235 -2.038 -3.942 0.2623
H -1.883 -2.180 -2.308 0.2235
H -0.139 -2.388 -2.605 0.2407
H 0.178 -0.055 -4.556 0.2616
H 1.240 -0.523 -3.228 0.2400
H 0.574 1.130 -3.310 0.2246
H -2.447 -0.006 -4.008 0.2657
H -1.730 1.431 -3.311 0.2363
H -3.491 -0.625 -1.852 0.2363
H -3.957 0.995 -2.324 0.2657
H -4.491 0.720 0.291 0.2616
H -3.106 0.810 1.380 0.2400
H -3.444 -0.688 0.471 0.2245
H -3.580 2.779 -0.816 0.2623
H -1.944 2.772 -1.474 0.2236
H -2.205 2.749 0.289 0.2407
Se 4.966 -0.765 4.919 1.1717
N 4.610 0.525 3.773 -0.5779
C 3.563 0.131 3.089 0.0910
C 2.951 0.924 2.035 -0.0613
C 3.446 2.184 1.667 -0.0268
C 2.829 2.899 0.662 -0.2193
C 1.726 2.343 0.042 0.0963
N 1.232 1.139 0.372 -0.7249
C 1.839 0.418 1.370 0.2279
C 1.289 -0.901 1.720 0.1628
N 0.193 -1.359 1.034 -0.7072
C -0.320 -2.560 1.347 0.0884
C 0.206 -3.368 2.337 -0.2159
C 1.308 -2.918 3.032 -0.0261
C 1.866 -1.667 2.727 -0.0401
C 3.028 -1.148 3.431 0.0824
N 3.638 -1.796 4.392 -0.5760
H 4.313 2.572 2.188 0.2827
H 3.187 3.873 0.358 0.2782
H 1.218 2.884 -0.749 0.2181
H -1.185 -2.889 0.781 0.2193
H -0.246 -4.327 2.551 0.2784
H 1.763 -3.510 3.818 0.2830
```

The value obtained for the largest force on an atom is 1.2 eV Å⁻¹. The total energy is -94328.768 eV. The molecular weight is 490.28 g/mol. Its charge is +3.


# 3
C18H23AuN6OP | ωB97M-V/def2-TZVPD

XYZ file:
```
50
Properties=species:S:1:pos:R:3:nbo_charge:R:1
Au -0.098 1.208 0.084 1.0294
O -1.234 5.265 -0.042 -0.3717
C -1.241 4.067 -0.001 0.5753
N -0.031 3.334 0.014 -0.2825
C 1.213 4.008 -0.005 -0.3517
C 2.367 3.039 -0.005 0.2127
C 3.668 3.503 -0.034 -0.2025
C 4.711 2.593 -0.046 -0.0785
C 4.424 1.234 -0.031 -0.2190
C 3.105 0.843 0.000 0.0629
N 2.091 1.724 0.014 -0.5225
C -2.456 3.208 0.025 0.0691
C -3.707 3.787 -0.004 -0.1472
C -4.822 2.959 0.014 -0.0926
C -4.635 1.588 0.062 -0.1943
C -3.345 1.082 0.091 0.0710
N -2.270 1.873 0.073 -0.4961
H 1.264 4.704 0.848 0.3120
H 1.246 4.682 -0.877 0.3110
H 3.860 4.569 -0.049 0.2647
H 5.736 2.939 -0.070 0.2697
H 5.212 0.495 -0.046 0.2643
H 2.836 -0.204 0.006 0.1800
H -3.786 4.866 -0.042 0.2816
H -5.818 3.380 -0.010 0.2721
H -5.478 0.910 0.076 0.2676
H -3.170 0.018 0.131 0.1961
C -0.748 -4.122 1.055 -0.0563
N 0.706 -3.600 1.120 -0.3893
C 1.408 -3.975 -0.206 -0.0555
N 0.676 -3.468 -1.314 -0.4177
C -0.694 -3.988 -1.320 -0.0822
N -1.401 -3.602 -0.096 -0.4183
C -1.693 -2.180 -0.026 -0.5082
P -0.100 -1.213 -0.019 0.7838
C 0.743 -2.120 1.364 -0.5325
C 0.741 -2.022 -1.467 -0.5033
H -1.239 -3.827 1.980 0.2382
H -0.678 -5.207 1.007 0.2541
H 1.189 -4.069 1.891 0.4570
H 1.447 -5.063 -0.227 0.2543
H 2.419 -3.574 -0.160 0.2332
H -0.662 -5.075 -1.383 0.2474
H -1.227 -3.613 -2.190 0.2396
H -2.266 -1.951 0.874 0.2542
H -2.283 -1.882 -0.894 0.2630
H 0.236 -1.907 2.305 0.2708
H 1.781 -1.805 1.462 0.2619
H 1.775 -1.687 -1.549 0.2536
H 0.228 -1.720 -2.381 0.2709
```

The value obtained for the largest force on an atom is 0.2 eV Å⁻¹. The total energy is -42980.410 eV. The molecular weight is 567.36 g/mol. The multiplicity is 3. Its charge is +3. Its expectation value of S² is 2.0202.


# 4
C18H23B2F3N4O7S | ωB97M-V/def2-TZVPD

XYZ file:
```
58
Properties=species:S:1:pos:R:3:nbo_charge:R:1
C -4.073 1.247 3.576 -0.2649
O -4.351 1.846 2.241 -0.7771
B -3.106 2.543 1.759 1.2423
O -3.039 4.014 1.659 -0.9323
C -1.868 1.509 1.313 -0.3963
C -0.428 1.430 2.150 -0.2407
C 0.783 0.356 1.718 0.1665
C 0.449 -0.578 0.422 -0.1845
C -0.981 -0.491 -0.441 -0.2336
C -2.185 0.565 -0.031 0.0090
C -3.621 0.704 -0.876 -0.4574
C -3.556 -0.007 -2.366 -0.5102
C -4.066 -1.565 -2.396 0.9942
F -2.955 -2.554 -2.552 -0.3545
F -4.923 -1.728 -3.625 -0.3663
F -4.860 -1.988 -1.219 -0.3380
S 1.714 -1.801 -0.201 0.2851
C 3.142 -1.666 0.995 -0.2118
C 4.424 -2.708 0.734 -0.2033
C 5.765 -2.697 1.712 -0.2380
C 5.745 -1.560 2.926 -0.2213
C 4.460 -0.523 3.173 -0.2615
C 3.092 -0.575 2.207 0.1588
N 2.005 0.382 2.577 -0.7604
B 1.589 0.084 4.038 1.2882
N 1.912 1.224 5.031 -1.1421
O 0.942 -1.191 4.406 -0.9547
H -3.140 1.791 4.027 0.1630
H -3.876 0.093 3.545 0.2007
H -4.984 1.432 4.302 0.2058
H -2.917 4.322 2.624 0.5008
H -0.334 2.181 3.054 0.2215
H -1.130 -1.184 -1.390 0.2473
H -4.553 0.357 -0.240 0.2682
H -3.805 1.865 -1.089 0.2473
H -4.318 0.613 -3.045 0.2665
H -2.488 0.177 -2.810 0.2711
H 4.355 -3.475 -0.178 0.2576
H 6.677 -3.440 1.549 0.2497
H 6.720 -1.545 3.608 0.2336
H 4.595 0.231 4.067 0.2500
H 1.227 2.009 4.934 0.4005
H 1.978 0.864 6.008 0.3914
H -0.061 -1.107 4.440 0.5153
C -3.527 1.633 -5.864 -0.4840
N -2.768 2.581 -5.003 0.5234
O -2.969 2.523 -3.785 -0.3855
O -1.993 3.355 -5.576 -0.3593
H -4.167 1.015 -5.231 0.2289
H -4.127 2.225 -6.557 0.2416
H -2.799 1.016 -6.396 0.2408
C 5.047 -1.711 -3.997 -0.4831
N 5.393 -2.309 -2.679 0.5217
O 5.186 -3.519 -2.536 -0.3858
O 5.861 -1.546 -1.826 -0.3540
H 4.648 -2.493 -4.647 0.2315
H 4.298 -0.936 -3.822 0.2415
H 5.963 -1.290 -4.418 0.2367
```

The value obtained for the largest force on an atom is 5.4 eV Å⁻¹. The total energy is -59651.655 eV. The molecular weight is 518.09 g/mol. As for the SMILES: COB(O)c1cc2c(cc1CCC(F)(F)F)Sc1ccccc1N2B(N)O.C[N+](=O)[O-].C[N+](=O)[O-].


# 5
C18H23BCoN8O3S2 | ωB97M-V/def2-TZVPD

XYZ file:
```
56
Properties=species:S:1:pos:R:3:nbo_charge:R:1
Co 11.305 11.114 12.498 1.5354
B 13.819 12.783 11.835 0.1728
N 13.691 11.449 10.906 -0.2825
C 14.565 10.945 10.037 0.0205
C 14.156 9.696 9.574 -0.3652
C 12.938 9.495 10.266 -0.0129
N 12.653 10.527 11.058 -0.4663
N 12.578 13.725 11.746 -0.3019
C 12.434 14.999 11.382 0.0107
C 11.106 15.391 11.610 -0.3608
C 10.491 14.230 12.124 -0.0379
N 11.402 13.227 12.204 -0.4454
H 14.780 13.404 11.561 -0.0267
H 13.888 12.329 12.945 -0.0622
H 15.405 11.506 9.703 0.2248
H 14.659 9.168 8.813 0.2364
H 12.330 8.628 10.186 0.2095
H 13.325 15.539 11.037 0.2342
H 10.722 16.381 11.490 0.2381
H 9.529 14.063 12.520 0.2426
N 6.566 12.486 6.726 -0.6417
C 6.971 12.204 7.964 0.2704
C 8.218 12.697 8.433 -0.1901
C 8.587 12.252 9.689 -0.1808
C 7.743 11.418 10.408 -0.1384
C 6.482 10.912 9.942 -0.1005
C 6.119 11.301 8.725 -0.2389
S 8.154 11.047 12.109 2.3158
O 7.211 10.052 12.598 -0.9230
O 8.322 12.289 12.804 -0.9340
N 9.605 10.372 11.977 -1.0733
C 9.561 9.160 11.298 0.5508
N 8.854 9.108 10.190 -0.4994
C 8.852 7.955 9.518 0.1070
C 9.545 6.861 9.981 -0.3294
C 10.300 7.069 11.110 0.0988
N 10.320 8.191 11.821 -0.4526
H 7.092 13.048 6.083 0.4217
H 5.685 12.097 6.413 0.4158
H 8.812 13.277 7.787 0.2364
H 9.562 12.483 10.071 0.2655
H 5.939 10.220 10.560 0.2690
H 5.212 10.970 8.198 0.2296
H 8.238 7.951 8.603 0.2062
H 9.603 5.941 9.441 0.2417
H 10.935 6.276 11.531 0.2099
C 12.190 10.744 16.892 -0.8162
S 12.968 10.526 15.273 1.2786
C 13.525 8.814 15.439 -0.7943
O 11.822 10.418 14.287 -1.0604
H 11.616 9.863 17.221 0.2450
H 11.503 11.594 16.746 0.2602
H 12.962 11.004 17.622 0.2495
H 14.227 8.832 16.249 0.2374
H 14.035 8.610 14.497 0.2519
H 12.697 8.140 15.675 0.2485
```

The value obtained for the largest force on an atom is 2.5 eV Å⁻¹. The energy above the lowest of the compared OMol25 structures with the same formula, charge and spin is 0.00 kcal/mol. The total energy is -97070.181 eV. The molecular weight is 533.31 g/mol. The multiplicity is 5. Its charge is +1. Its expectation value of S² is 6.0290.


# 6
C18H23BrF11KNO5 | ωB97M-V/def2-TZVPD

XYZ file:
```
60
Properties=species:S:1:pos:R:3:lowdin_charge:R:1
C 2.516 2.551 2.320 -0.0947
C 1.460 3.789 2.576 -0.2366
O 0.088 3.264 2.708 -0.2347
C -0.339 3.230 4.135 -0.1375
C -1.118 1.762 4.314 -0.1403
O -0.337 0.805 3.498 -0.1687
C -1.125 -0.386 3.146 -0.2567
C -0.867 -1.799 3.979 -0.1714
O -0.436 -1.969 5.236 0.0009
N -1.290 -2.827 2.923 0.0303
C -2.087 -2.212 1.763 -0.2820
C -2.381 -3.194 0.484 -0.0586
C -3.954 -3.196 -0.023 -0.2029
O -4.660 -1.923 0.192 -0.0990
C -3.930 -3.449 -1.659 -0.1873
F -3.237 -2.345 -2.381 0.0070
F -5.329 -3.508 -2.215 0.0157
F -3.218 -4.725 -1.927 0.0157
C -1.279 -0.788 1.530 -0.5344
Br -2.607 0.646 0.944 0.7693
C 0.109 -0.817 0.618 -0.1063
C -0.037 -0.027 -0.819 -0.1956
O 1.192 -0.129 -1.671 -0.2512
C 0.786 -0.466 -3.077 -0.0653
C 2.025 -0.909 -4.038 -0.1380
F 1.441 -1.622 -5.233 0.0359
F 2.861 -1.937 -3.335 -0.3068
C 2.983 0.269 -4.610 -0.0956
F 2.933 0.321 -6.108 0.0667
F 4.393 -0.092 -4.199 -0.0180
C 2.718 1.781 -4.067 -0.1015
F 3.071 1.987 -2.612 0.0152
F 1.374 2.348 -4.413 0.0391
C 3.799 2.763 -4.884 -0.0445
F 3.022 3.313 -6.057 -0.0289
F 4.266 3.909 -4.061 0.0000
H 3.403 2.653 3.104 0.0858
H 2.997 2.602 1.236 0.0711
H 2.024 1.494 2.467 0.0620
H 1.428 4.565 1.673 0.1353
H 1.808 4.376 3.529 0.1196
H -1.126 4.070 4.349 0.1382
H 0.555 3.223 4.891 0.1355
H -1.177 1.486 5.453 0.1464
H -2.214 1.957 3.884 0.1318
H -2.262 -0.176 3.419 0.1284
H -0.495 -3.418 2.592 0.1300
H -3.098 -1.930 2.314 0.1491
H -1.613 -2.981 -0.373 0.1145
H -2.164 -4.312 0.842 0.1459
H -4.600 -4.034 0.511 0.1877
H -5.123 -2.007 1.083 0.1290
H 0.969 -0.372 1.295 0.1260
H 0.362 -1.964 0.426 0.1259
H -0.206 1.146 -0.678 0.1454
H -0.997 -0.438 -1.350 0.1160
H 0.102 -1.438 -2.949 0.1716
H 0.056 0.346 -3.538 0.1832
H 4.693 2.171 -5.350 0.1856
K 3.869 -1.438 -1.808 1.0967
```

The value obtained for the largest force on an atom is 9.5 eV Å⁻¹. The total energy is -147006.274 eV. The molecular weight is 661.36 g/mol. Its charge is +1.


# 7
C18H23BrIrN3Si | ωB97M-V/def2-TZVPD

XYZ file:
```
47
Properties=species:S:1:pos:R:3:nbo_charge:R:1
Ir 0.195 0.814 0.238 1.0317
N 0.236 -0.681 1.862 -0.7082
C -0.449 -1.884 1.441 0.0578
C -0.572 -2.978 2.250 -0.1575
C -1.249 -4.127 1.795 -0.1728
C -1.787 -4.150 0.538 -0.1316
C -1.665 -3.024 -0.309 -0.0972
C -2.187 -2.978 -1.622 -0.0492
C -2.012 -1.853 -2.382 -0.2497
C -1.312 -0.769 -1.839 0.1051
N -0.819 -0.793 -0.617 -0.3904
C -0.982 -1.888 0.165 0.2023
H 1.194 -0.899 2.137 0.4265
H -0.223 -0.293 2.685 0.4356
H -0.149 -2.966 3.249 0.2471
H -1.337 -4.985 2.447 0.2587
H -2.309 -5.026 0.175 0.2522
H -2.718 -3.837 -2.014 0.2547
H -2.395 -1.787 -3.390 0.2664
H -1.149 0.130 -2.420 0.2324
C -2.488 4.352 0.915 -1.0916
Si -1.137 3.129 0.502 1.5414
C 0.519 3.464 1.337 -1.0758
C -0.832 2.908 -1.349 -1.0727
C -1.691 1.482 1.147 -1.0420
H -2.204 5.349 0.566 0.2555
H -2.642 4.390 1.993 0.2614
H -3.423 4.065 0.433 0.2604
H 0.946 4.406 0.990 0.2889
H 1.291 2.671 1.135 0.1944
H 0.404 3.521 2.419 0.2764
H -0.479 3.842 -1.788 0.2949
H -1.748 2.614 -1.862 0.2702
H -0.045 2.137 -1.593 0.1987
H -2.559 1.046 0.657 0.2352
H -1.807 1.442 2.229 0.2315
Br 6.147 -1.690 -2.204 0.2010
C 4.545 -1.017 -1.518 -0.0296
C 4.315 0.351 -1.468 -0.2555
C 3.123 0.799 -0.939 0.0736
N 2.169 -0.024 -0.471 -0.5603
C 2.404 -1.342 -0.531 0.0377
C 3.565 -1.880 -1.043 -0.2473
H 5.053 1.052 -1.830 0.2663
H 2.927 1.862 -0.886 0.2134
H 1.629 -2.002 -0.161 0.1996
H 3.708 -2.951 -1.069 0.2605
```

The value obtained for the largest force on an atom is 3.7 eV Å⁻¹. The energy above the lowest of the compared OMol25 structures with the same formula, charge and spin is 33.57 kcal/mol. The total energy is -104254.024 eV. The molecular weight is 581.61 g/mol. Its charge is +2.


# 8
C18H23F6N3O5S6SiZr | ωB97M-V/def2-TZVPD

XYZ file:
```
63
Properties=species:S:1:pos:R:3:nbo_charge:R:1
Zr -0.096 -0.748 0.169 2.1347
F -3.435 -4.350 0.062 -0.3301
C -2.110 -4.218 -0.104 0.7025
F -1.913 -3.954 -1.402 -0.3246
F -1.543 -5.412 0.153 -0.3365
S -1.400 -2.962 1.064 2.1928
O -1.968 -1.690 0.391 -1.0463
O -2.089 -3.376 2.255 -0.9421
N 0.071 -2.830 0.990 -1.3500
S 2.561 -2.564 -0.055 1.5813
O 1.941 -1.125 -0.147 -1.0729
O 3.857 -2.596 -0.736 -0.9653
C 1.418 -3.194 -1.482 0.7627
F 0.293 -2.401 -1.678 -0.3298
F 2.083 -3.116 -2.637 -0.3229
F 1.001 -4.445 -1.329 -0.3187
O -6.311 2.575 2.628 -0.6249
C -5.213 2.137 2.354 0.1723
S -4.258 1.150 3.461 0.2984
C -2.860 0.954 2.413 -0.4498
C -2.891 1.550 1.214 -0.3642
S -1.650 1.551 -0.014 -0.2881
S -4.343 2.474 0.864 0.3212
S -1.752 -0.250 3.049 0.4994
C 0.464 -0.418 -4.520 -1.1400
Si -0.508 0.364 -3.114 1.8669
C -2.032 -0.709 -2.888 -1.1333
C -1.120 2.025 -3.725 -1.1456
N 0.383 0.471 -1.635 -1.2681
C 1.318 1.467 -1.402 0.2314
C 1.634 1.859 -0.083 -0.2685
C 2.524 2.878 0.187 -0.1351
C 3.154 3.565 -0.848 -0.3138
C 2.874 3.189 -2.154 -0.2021
C 1.983 2.162 -2.429 -0.2881
H -0.229 -0.750 -5.301 0.2161
H 1.029 -1.285 -4.172 0.2445
H 1.171 0.282 -4.974 0.2162
H -1.907 -1.697 -3.339 0.2286
H -2.869 -0.205 -3.382 0.2322
H -2.350 -0.857 -1.854 0.2676
H -1.698 1.871 -4.642 0.2131
H -0.322 2.739 -3.936 0.2275
H -1.773 2.460 -2.965 0.2566
H 1.133 1.387 0.760 0.2112
H 2.722 3.148 1.218 0.1892
H 3.847 4.371 -0.637 0.1891
H 3.362 3.697 -2.980 0.1886
H 1.808 1.874 -3.458 0.1994
C 0.835 1.639 3.687 -0.6219
C 0.820 0.144 3.332 0.1257
C 0.612 -0.676 4.614 -0.6370
C 2.177 -0.281 2.777 -0.6104
N -0.232 -0.104 2.301 -1.0237
H 1.330 1.827 4.647 0.1841
H -0.191 2.006 3.752 0.2234
H 1.353 2.219 2.921 0.2005
H 1.500 -0.564 5.243 0.1880
H 0.486 -1.734 4.370 0.2247
H -0.254 -0.349 5.187 0.2166
H 2.940 -0.139 3.549 0.1940
H 2.479 0.301 1.909 0.2257
H 2.159 -1.337 2.504 0.2276
```

The value obtained for the largest force on an atom is 1.9 eV Å⁻¹. The energy above the lowest of the compared OMol25 structures with the same formula, charge and spin is 11.42 kcal/mol. The total energy is -124228.336 eV. The molecular weight is 787.10 g/mol. Its charge is -2.